Here is a 2-piece molecular cluster, C5H11NO overall in a non-equilibrium geometry from the OMol25 dataset. Energies are from ωB97M-V/def2-TZVPD.

Computed properties:
SMILES string   C=CCNC=C.O
Energy above the lowest of the compared OMol25 structures with the same formula, charge and spin   56.30 kcal per mole
HOMO   -8.3 eV

XYZ file:
```
18
Properties=species:S:1:pos:R:3:forces:R:3
C 1.06060 -0.65793 -2.09649 -0.7 -0.8 0.0
C 0.62657 -1.02674 -0.88592 0.2 -0.1 0.9
N -0.69504 -1.07799 -0.47426 0.3 -0.4 -1.1
C -1.00756 -0.82860 0.89944 -0.6 0.6 1.7
C 0.24420 0.48690 2.65955 -0.8 -0.3 -0.1
C -0.39034 0.42129 1.49790 0.1 -0.1 -0.4
H 0.30637 -0.73181 -2.86881 0.0 0.8 -0.4
H 2.08545 -0.55307 -2.39269 0.3 -0.3 0.1
H 1.27251 -1.35841 -0.07725 0.4 0.5 -0.1
H -1.33272 -0.74576 -1.18162 -0.2 0.1 0.3
H -2.07623 -0.65155 1.05072 -0.2 -0.2 -0.7
H -0.82258 -1.67380 1.57152 0.4 -0.2 -0.3
H 0.62444 1.40926 3.06759 0.0 0.1 0.0
H 0.21278 -0.39455 3.29161 0.5 0.0 0.1
H -0.58766 1.29984 0.89753 0.4 0.3 -0.1
H 0.37808 1.39436 -1.22327 0.3 -0.3 -0.3
H 0.19287 2.48368 -2.30312 0.2 -0.1 -0.1
O -0.09175 2.20487 -1.43242 -0.5 0.5 0.4
```
Forces are in eV/Å.



Here is a 2-piece molecular cluster, C4H10N2O overall in a non-equilibrium geometry from the OMol25 dataset. Energies are from ωB97M-V/def2-TZVPD.

Computed properties:
Energy above the lowest of the compared OMol25 structures with the same formula, charge and spin   104.63 kcal per mole
HOMO (spin up / spin down)   -7.8 / -7.8 eV

XYZ file:
```
17
Properties=species:S:1:pos:R:3:forces:R:3
C 0.43385 -0.02643 0.76380 0.1 0.8 1.8
C -1.40084 0.35380 -1.69433 0.4 -1.2 -0.2
C -0.84388 -0.83289 -1.35574 -0.6 0.9 -0.9
C 1.66708 0.65223 0.25251 -0.3 -0.2 -0.4
N -0.62820 0.72758 1.05583 0.2 -0.7 -1.6
N 0.60877 -1.23735 1.41493 0.0 -0.1 0.0
O -0.98568 1.72849 0.30766 0.0 0.1 0.6
H -1.40698 0.22597 1.49715 0.2 0.1 0.2
H -0.20777 -1.62048 1.87499 0.2 0.0 0.0
H 1.46639 -1.32883 1.95270 -0.3 0.0 -0.2
H -0.85094 1.08979 -2.26255 0.0 0.1 0.1
H -2.45860 0.53956 -1.56961 0.1 0.1 0.3
H -1.44528 -1.62512 -0.93039 0.0 0.0 0.2
H 0.12989 -1.12896 -1.72235 0.2 0.1 0.2
H 2.28946 0.98623 1.09143 -0.1 -0.1 0.0
H 1.37867 1.53147 -0.32011 0.0 -0.1 0.0
H 2.25406 -0.03505 -0.35592 0.0 0.1 0.0
```
Forces are in eV/Å.



Repeat the second record exactly.
Here is a 2-piece molecular cluster, C4H10N2O overall in a non-equilibrium geometry from the OMol25 dataset. Energies are from ωB97M-V/def2-TZVPD.

Computed properties:
Energy above the lowest of the compared OMol25 structures with the same formula, charge and spin   104.63 kcal per mole
HOMO (spin up / spin down)   -7.8 / -7.8 eV

XYZ file:
```
17
Properties=species:S:1:pos:R:3:forces:R:3
C 0.43385 -0.02643 0.76380 0.1 0.8 1.8
C -1.40084 0.35380 -1.69433 0.4 -1.2 -0.2
C -0.84388 -0.83289 -1.35574 -0.6 0.9 -0.9
C 1.66708 0.65223 0.25251 -0.3 -0.2 -0.4
N -0.62820 0.72758 1.05583 0.2 -0.7 -1.6
N 0.60877 -1.23735 1.41493 0.0 -0.1 0.0
O -0.98568 1.72849 0.30766 0.0 0.1 0.6
H -1.40698 0.22597 1.49715 0.2 0.1 0.2
H -0.20777 -1.62048 1.87499 0.2 0.0 0.0
H 1.46639 -1.32883 1.95270 -0.3 0.0 -0.2
H -0.85094 1.08979 -2.26255 0.0 0.1 0.1
H -2.45860 0.53956 -1.56961 0.1 0.1 0.3
H -1.44528 -1.62512 -0.93039 0.0 0.0 0.2
H 0.12989 -1.12896 -1.72235 0.2 0.1 0.2
H 2.28946 0.98623 1.09143 -0.1 -0.1 0.0
H 1.37867 1.53147 -0.32011 0.0 -0.1 0.0
H 2.25406 -0.03505 -0.35592 0.0 0.1 0.0
```
Forces are in eV/Å.



- Number 1 is which compound?
  C5H11NO



- Which value of energy above the lowest of the compared OMol25 structures with the same formula, charge and spin does entry 1 give?
  56.30 kcal per mole



- Which of these has the highest energy above the lowest of the compared OMol25 structures with the same formula, charge and spin?
  C4H10N2O